Below is a gas-phase ion, C5H12N3 (charge +1), with properties calculated with ωB97M-V/def2-TZVPD.

Geometry as XYZ:
```
20
Properties=species:S:1:pos:R:3
C -3.62 0.32 -0.10
N -2.32 -0.07 -0.68
C -1.30 0.34 -0.02
N 0.09 0.31 -0.42
C 1.10 -0.70 -0.54
C 0.96 -2.00 0.13
N 1.43 0.45 0.27
C 2.34 1.47 -0.16
H -3.39 0.82 0.87
H -3.94 1.09 -0.92
H -4.16 -0.55 0.09
H -1.53 1.00 0.87
H 1.59 -0.68 -1.56
H 0.67 -1.74 1.13
H 1.94 -2.38 0.11
H 0.20 -2.39 -0.50
H 1.35 0.30 1.26
H 3.31 1.30 0.34
H 2.49 1.44 -1.20
H 1.99 2.38 0.15
```

HOMO energy ... -13.723 eV
F_max ... 4.413 eV Å⁻¹
2S+1 ... 1
E_LUMO ... -3.22 eV
Charge ... +1
Kohn-Sham gap ... 10.5 eV